[1]
20
Properties=species:S:1:pos:R:3:nbo_charge:R:1 method="wB97M-V/def2-TZVPD" gap_ev=9.1 relative_energy_kj_mol=298.5 smiles=CC(C)NCO.O
C -2.006 -1.661 -0.864 -0.6558
C -1.289 -0.272 -0.376 -0.0425
C -1.410 0.607 -1.656 -0.6168
N 0.245 -0.443 -0.103 -0.6804
C 0.848 0.297 1.038 0.1115
O 0.001 1.042 1.923 -0.7063
H -2.833 -1.359 -1.550 0.2104
H -1.286 -2.551 -1.186 0.2346
H -2.344 -1.876 0.257 0.2207
H -1.764 0.231 0.453 0.2087
H -1.260 1.732 -1.281 0.1902
H -0.614 0.291 -2.289 0.1922
H -2.394 0.574 -2.209 0.2083
H 0.687 -0.217 -1.043 0.3583
H 1.277 -0.435 1.657 0.1722
H 1.639 1.121 0.596 0.1316
H 0.051 1.845 1.459 0.4599
H 4.405 0.914 2.255 0.4736
H 4.263 -0.105 1.067 0.4728
O 3.785 0.266 1.852 -0.9430

---

[2]
10
Properties=species:S:1:pos:R:3:nbo_charge:R:1 method="wB97M-V/def2-TZVPD" gap_ev=10.4 relative_energy_kj_mol=19.1 smiles=N[Si](Cl)(Cl)[Si](Cl)(Cl)Cl
N -1.957 -0.013 -0.011 -1.3032
Si -0.452 0.794 -0.068 1.2669
Si 1.573 -0.534 0.047 0.9549
Cl 3.420 0.081 0.776 -0.3358
Cl -0.431 1.942 1.602 -0.3593
Cl -0.415 1.928 -1.721 -0.3375
Cl 1.056 -2.171 1.145 -0.3574
Cl 1.910 -1.212 -1.846 -0.3568
H -2.331 -0.531 -0.789 0.4123
H -2.373 -0.284 0.865 0.4160

---

[3]
63
Properties=species:S:1:pos:R:3:nbo_charge:R:1 method="wB97M-V/def2-TZVPD" gap_ev=6.2 total_charge=+2 relative_energy_kj_mol=0.0
W 0.192 0.308 -0.880 1.8757
O -3.444 -0.794 -2.097 -0.3984
C -2.543 -0.068 -1.901 0.7665
O -1.518 -0.380 -0.978 -0.6488
C -2.249 1.264 -2.472 0.0673
C -3.084 1.912 -3.349 -0.1575
C -2.681 3.146 -3.845 -0.0997
C -1.468 3.670 -3.442 -0.1980
C -0.678 2.952 -2.555 0.1083
N -1.072 1.774 -2.072 -0.4662
H -4.017 1.446 -3.635 0.2720
H -3.305 3.685 -4.544 0.2599
H -1.114 4.619 -3.817 0.2631
H 0.290 3.314 -2.238 0.2400
O 1.201 1.445 -4.228 -0.8667
S 1.598 0.524 -3.233 2.5567
O 2.759 -0.273 -3.350 -0.8626
O 1.630 1.263 -1.796 -0.8909
O 0.370 -0.353 -2.766 -0.9050
S 0.062 -0.517 1.456 -0.1998
P -0.329 1.387 2.075 1.2700
S 0.463 2.312 0.396 -0.1651
C -2.068 1.749 2.165 -0.3915
C -2.915 0.792 2.728 -0.1818
C -4.262 1.079 2.867 -0.1892
C -4.756 2.310 2.455 -0.1485
C -3.912 3.261 1.897 -0.1875
C -2.562 2.985 1.745 -0.2176
C 0.525 1.821 3.557 -0.4055
C 1.628 1.086 3.996 -0.1864
C 2.287 1.483 5.146 -0.1830
C 1.858 2.609 5.839 -0.1316
C 0.762 3.341 5.398 -0.1898
C 0.082 2.949 4.259 -0.1814
H -2.532 -0.169 3.050 0.2337
H -4.927 0.343 3.298 0.2469
H -5.809 2.530 2.570 0.2447
H -4.304 4.219 1.582 0.2409
H -1.904 3.725 1.305 0.2292
H 1.960 0.210 3.454 0.2298
H 3.132 0.913 5.506 0.2420
H 2.378 2.914 6.737 0.2451
H 0.430 4.210 5.949 0.2462
H -0.790 3.500 3.932 0.2336
O 1.782 -6.734 -4.068 -0.7170
C 2.007 -7.035 -2.710 0.0882
N 2.477 -5.821 -2.083 -0.6002
C 1.593 -4.911 -1.615 0.6591
O 0.399 -5.082 -1.503 -0.5750
C 2.169 -3.586 -1.161 -0.1342
C 3.467 -3.352 -0.735 -0.0692
C 3.824 -2.082 -0.295 -0.2192
C 2.883 -1.082 -0.300 0.0848
N 1.624 -1.313 -0.725 -0.5241
C 1.271 -2.536 -1.144 0.1155
H 1.486 -7.527 -4.529 0.4883
H 2.774 -7.802 -2.588 0.1779
H 1.093 -7.336 -2.199 0.1975
H 3.392 -5.505 -2.365 0.4012
H 4.198 -4.151 -0.725 0.2490
H 4.827 -1.865 0.043 0.2613
H 3.118 -0.074 0.015 0.2358
H 0.253 -2.701 -1.475 0.2612

---

[4]
58
Properties=species:S:1:pos:R:3:nbo_charge:R:1 method="wB97M-V/def2-TZVPD" gap_ev=8.5 total_charge=+1
C 6.616 0.158 0.105 -0.7304
C 5.566 0.494 -0.895 0.8000
O 5.467 0.085 -2.018 -0.5473
O 4.591 1.354 -0.395 -0.5467
C 3.559 1.546 -1.293 0.7860
O 3.351 2.589 -1.818 -0.4501
C 2.605 0.369 -1.437 -0.3238
N 1.496 0.561 -0.434 -0.3578
C 1.965 0.388 0.988 -0.3196
C 0.957 -0.334 1.884 0.9110
F 1.234 0.044 3.145 -0.3044
F 1.204 -1.676 1.822 -0.3383
O -0.343 -0.074 1.654 -0.5170
C -0.810 0.105 0.297 0.2858
C -1.204 1.614 0.114 -0.4505
C -0.911 2.530 1.306 -0.4055
C -1.922 2.373 2.456 -0.2184
N -1.383 2.647 3.793 -0.8260
C -2.053 -0.778 0.167 -0.4240
C -2.675 -0.797 -1.229 -0.4091
C -4.034 -1.520 -1.329 -0.4038
C -4.927 -1.415 -0.100 -0.2180
N -6.218 -2.059 -0.373 -0.8286
C 0.260 -0.255 -0.746 -0.0481
C 0.610 -1.731 -0.984 -0.5304
C 0.773 -2.072 -2.451 0.1032
N 1.601 -2.907 -2.923 -0.5381
H 6.373 -0.802 0.567 0.2583
H 6.701 0.918 0.880 0.2524
H 7.563 0.051 -0.420 0.2700
H 3.089 -0.589 -1.276 0.2538
H 2.153 0.439 -2.425 0.2677
H 1.213 1.540 -0.545 0.4554
H 2.879 -0.205 0.972 0.2518
H 2.231 1.357 1.407 0.2676
H -0.729 2.033 -0.783 0.1924
H -2.275 1.675 -0.091 0.2440
H 0.108 2.426 1.689 0.1804
H -0.982 3.557 0.932 0.2260
H -2.313 1.354 2.468 0.1852
H -2.762 3.051 2.280 0.1948
H -0.545 3.212 3.757 0.3533
H -1.171 1.789 4.281 0.3660
H -1.801 -1.806 0.446 0.2191
H -2.745 -0.416 0.927 0.2383
H -1.984 -1.296 -1.917 0.1950
H -2.800 0.215 -1.627 0.2060
H -4.586 -1.064 -2.156 0.2264
H -3.914 -2.570 -1.607 0.2074
H -4.428 -1.874 0.764 0.1622
H -5.103 -0.369 0.168 0.1855
H -6.933 -1.658 0.220 0.3657
H -6.168 -3.042 -0.136 0.3583
H -0.118 0.158 -1.685 0.2529
H -0.141 -2.382 -0.540 0.2735
H 1.548 -1.989 -0.488 0.2323
H 0.116 -1.584 -3.177 0.1781
H 2.174 -3.341 -2.196 0.3300

---

[5]
54
Properties=species:S:1:pos:R:3:lowdin_charge:R:1 method="wB97M-V/def2-TZVPD" gap_ev="5.9 / 6.0" total_charge=+2 relative_energy_kj_mol=105.6
P -1.908 -0.515 2.212 0.9004
P 2.130 -2.586 -0.061 0.9610
C -0.981 -1.080 0.683 -0.3346
C 0.041 -2.201 0.639 -0.2720
H -0.592 -0.200 0.138 0.0192
H -1.868 -1.384 0.109 0.0784
H 0.257 -2.680 1.611 0.0313
H -0.298 -2.940 -0.107 0.0347
C 3.523 -1.464 -0.623 -0.3183
H 3.889 -0.787 0.167 0.0171
H 3.356 -0.883 -1.531 0.0192
H 4.336 -2.204 -0.799 0.0632
C 1.690 -3.184 -1.738 -0.3358
H 1.689 -2.416 -2.526 0.0335
H 0.703 -3.657 -1.666 0.0277
H 2.455 -3.944 -1.959 0.0532
C -2.136 1.283 2.295 -0.1650
H -2.615 1.499 3.264 0.0928
H -2.779 1.666 1.492 0.0496
H -1.176 1.822 2.281 0.0517
C -3.508 -1.274 2.475 -0.1579
H -3.525 -2.317 2.118 0.0834
H -4.320 -0.738 1.961 0.0767
H -3.753 -1.269 3.556 0.0879
Ce 0.848 2.191 -0.252 1.2901
C 0.782 0.714 -2.031 -0.3160
C 1.684 1.744 -2.348 -0.2381
C 1.236 3.195 -2.407 -0.2422
C -0.296 3.455 -2.261 -0.1297
C -1.121 2.781 -1.151 -0.2990
C -1.794 1.547 -1.203 -0.0659
C -1.732 0.478 -2.257 -0.1607
C -0.381 0.326 -2.945 -0.1376
C -0.797 -0.826 3.559 -0.1765
H 1.069 -0.133 -1.360 0.0875
H 2.782 1.602 -2.358 0.1405
H 1.542 3.591 -3.378 0.1636
H 1.833 3.860 -1.705 0.1330
H -0.389 4.558 -2.130 0.1545
H -0.753 3.225 -3.236 0.1566
H -1.426 3.517 -0.345 0.1495
H -2.715 1.477 -0.592 0.1278
H -2.513 0.659 -3.016 0.1507
H -2.008 -0.500 -1.826 0.1106
H -0.238 -0.713 -3.280 0.1273
H -0.343 0.906 -3.872 0.1284
H -0.175 -1.679 3.311 0.0312
H -1.372 -1.032 4.464 0.0838
H -0.176 0.064 3.723 0.0721
N 1.783 0.685 1.267 -0.0495
C 2.338 -0.020 2.066 -0.3335
N 3.024 -0.723 2.874 0.1364
C 2.538 -1.428 3.891 -0.3419
N 2.159 -2.067 4.806 0.1500

---

[6]
197
Properties=species:S:1:pos:R:3:lowdin_charge:R:1 method="wB97M-V/def2-TZVPD" gap_ev=7.7 total_charge=+1
Ca 1.410 -0.570 -3.429 1.4904
Ca -0.916 -3.616 1.130 1.0817
Ca 1.700 0.648 0.642 1.4853
S -0.100 -1.004 -0.959 0.2518
O -0.409 -2.388 -0.548 -0.4736
O 1.320 -0.930 -1.166 -0.4917
O -0.618 -0.713 -2.313 -0.4081
O -0.499 -0.087 0.077 -0.3576
I 1.025 -5.776 0.626 0.0857
C 1.518 -1.633 4.577 0.0151
C 0.958 -1.649 3.142 -0.7197
O 0.898 -0.578 2.516 -0.1096
O 0.512 -2.710 2.702 -0.1653
H 2.365 -0.947 4.573 0.0601
H 1.783 -2.638 4.904 0.0801
H 0.852 -1.202 5.324 0.0770
C 1.802 3.899 -2.718 0.0185
C 1.574 2.411 -2.522 -0.7035
O 1.959 1.789 -1.486 -0.1385
O 1.313 1.812 -3.561 -0.0989
H 2.579 4.325 -2.083 0.0618
H 0.791 4.271 -2.551 0.0805
H 2.046 4.140 -3.752 0.0792
C -3.945 1.931 -6.080 -0.1324
O -2.721 1.999 -5.347 -0.1439
H -3.781 2.302 -7.091 0.0857
H -4.371 0.932 -6.175 0.0691
H -4.748 2.479 -5.587 0.0841
H -2.725 1.341 -4.648 0.0231
C -0.355 4.096 -5.517 -0.1682
O -1.630 4.411 -6.031 -0.1369
H 0.215 3.626 -6.319 0.0791
H 0.026 4.989 -5.022 0.0766
H -0.555 3.379 -4.721 0.0563
H -2.116 3.583 -6.006 0.0089
C -4.032 -0.472 -3.509 -0.1073
O -2.907 0.366 -3.202 -0.1421
H -4.941 0.000 -3.881 0.0840
H -3.710 -1.199 -4.254 0.0866
H -4.367 -0.848 -2.542 0.0607
H -2.168 -0.174 -2.912 0.0179
C -3.007 3.733 -0.882 -0.1761
O -4.133 4.247 -1.519 -0.0926
H -2.133 3.931 -1.503 0.0788
H -2.882 4.326 0.024 0.0646
H -3.040 2.662 -0.682 0.0690
H -3.825 4.508 -2.390 0.0795
C 3.348 0.757 -6.111 -0.1395
O 2.823 -0.290 -5.428 -0.2025
H 3.301 0.336 -7.115 0.0935
H 2.848 1.722 -6.024 0.1016
H 4.421 0.759 -5.917 0.0868
H 3.157 -1.113 -5.794 0.1086
C 4.628 -0.524 -2.667 -0.0410
O 3.462 -1.374 -2.784 -0.3556
C 3.782 -2.803 -2.738 -0.1343
C 2.367 -3.484 -2.677 -0.1357
N 1.652 -2.838 -3.797 -0.1686
C 0.284 -3.238 -4.005 -0.1974
C -0.095 -2.617 -5.321 -0.1892
O 0.201 -1.228 -5.343 -0.3149
C -0.094 -0.595 -6.605 -0.0455
H 5.170 -0.866 -1.785 0.0824
H 4.133 0.406 -2.386 0.0809
H 5.230 -0.508 -3.575 0.1015
H 4.376 -3.136 -1.887 0.1178
H 4.322 -3.214 -3.591 0.1224
H 1.966 -3.316 -1.677 0.0806
H 2.343 -4.561 -2.848 0.1276
H 2.062 -3.214 -4.640 0.1246
H -0.349 -2.863 -3.200 0.1111
H 0.204 -4.318 -4.126 0.1231
H -1.180 -2.688 -5.397 0.1373
H 0.424 -3.159 -6.112 0.1370
H 0.171 0.461 -6.661 0.0931
H -1.135 -0.745 -6.891 0.1014
H 0.604 -0.911 -7.379 0.0901
C 3.853 5.693 4.985 -0.1193
O 3.970 5.588 3.602 -0.2321
C 5.282 5.664 3.057 -0.1706
C 5.287 5.485 1.453 -0.1366
N 5.443 4.078 1.002 -0.0676
C 4.892 3.964 -0.378 -0.1801
C 5.354 2.639 -0.917 -0.2617
O 6.707 2.498 -0.637 -0.1886
C 7.304 1.438 -1.359 -0.0740
H 4.550 5.017 5.481 0.0923
H 2.822 5.411 5.196 0.0870
H 3.933 6.729 5.315 0.0915
H 5.905 4.878 3.483 0.1109
H 5.758 6.610 3.319 0.1145
H 6.181 5.961 1.050 0.1129
H 4.429 5.980 0.998 0.1167
H 6.417 3.813 0.950 0.1021
H 5.275 4.726 -1.056 0.1280
H 3.809 3.988 -0.254 0.1047
H 5.215 2.591 -1.997 0.1204
H 4.777 1.767 -0.612 0.0911
H 6.886 0.544 -0.896 0.0737
H 8.389 1.517 -1.288 0.0987
H 7.125 1.502 -2.432 0.0908
C -5.132 0.983 6.345 -0.0959
O -3.789 0.501 6.431 -0.2105
C -2.806 1.445 6.868 -0.1883
C -2.068 1.917 5.587 -0.1823
N -2.931 2.882 4.856 -0.0335
C -2.165 3.743 3.908 -0.2054
C -3.044 4.646 3.155 -0.2672
O -3.987 4.040 2.331 -0.2093
C -5.169 4.791 1.900 -0.0654
H -5.211 1.511 5.395 0.0631
H -5.556 1.573 7.158 0.0901
H -5.679 0.044 6.253 0.0869
H -2.171 0.872 7.544 0.1122
H -3.217 2.273 7.447 0.1190
H -1.771 1.133 4.890 0.0982
H -1.129 2.388 5.878 0.1080
H -3.778 2.463 4.501 0.0737
H -1.586 3.096 3.249 0.0872
H -1.498 4.422 4.440 0.1253
H -2.454 5.215 2.436 0.1178
H -3.597 5.278 3.851 0.1314
H -5.811 4.294 1.172 0.0868
H -4.875 5.694 1.364 0.0804
H -5.826 5.186 2.675 0.0815
C -4.225 -4.237 5.723 -0.0850
O -3.320 -3.506 4.870 -0.2127
C -1.954 -4.032 4.763 -0.1545
C -1.948 -5.205 3.812 -0.2032
N -2.544 -4.717 2.576 -0.1208
C -3.026 -5.871 1.769 -0.1754
C -3.548 -5.302 0.503 -0.2171
O -2.824 -4.190 0.028 -0.3418
C -3.302 -3.630 -1.168 -0.0795
H -3.813 -4.373 6.723 0.0874
H -4.452 -5.211 5.290 0.0753
H -5.218 -3.879 5.996 0.0865
H -1.578 -4.360 5.732 0.1268
H -1.338 -3.186 4.460 0.1122
H -2.688 -5.932 4.146 0.1085
H -0.974 -5.695 3.784 0.1277
H -3.328 -4.266 3.024 0.1068
H -3.796 -6.458 2.270 0.1353
H -2.314 -6.591 1.364 0.1129
H -4.506 -4.804 0.652 0.1318
H -3.675 -6.089 -0.240 0.1322
H -3.445 -4.345 -1.977 0.0968
H -2.648 -2.867 -1.590 0.0760
H -4.223 -3.079 -0.974 0.0955
C 3.444 -2.075 0.955 -0.0790
O 3.370 -0.695 1.163 -0.3528
C 4.630 -0.084 1.615 -0.1323
C 4.277 1.093 2.489 -0.1915
N 3.328 1.983 1.868 -0.1062
C 2.584 2.714 2.870 -0.1942
C 1.447 3.484 2.317 -0.1703
O 0.812 2.575 1.394 -0.3276
C -0.430 3.103 0.837 -0.0606
H 3.415 -2.655 1.878 0.1092
H 4.358 -2.180 0.371 0.0925
H 2.627 -2.509 0.378 0.0708
H 5.352 0.143 0.831 0.1059
H 5.139 -0.814 2.245 0.1333
H 5.141 1.731 2.670 0.1292
H 4.020 0.696 3.472 0.1280
H 4.032 2.615 1.514 0.0648
H 3.143 3.276 3.618 0.1243
H 2.073 1.940 3.443 0.1258
H 1.735 4.434 1.866 0.1311
H 0.720 3.758 3.081 0.1209
H -0.430 2.902 -0.234 0.0803
H -0.555 4.166 1.046 0.0959
H -1.354 2.696 1.247 0.0735
C -3.324 -0.289 2.834 -0.0303
C -3.508 -0.992 1.526 -0.4638
C -3.677 -0.111 0.306 -0.0195
O -2.241 -1.461 1.427 -0.1571
H -4.075 0.407 3.209 0.0745
H -2.472 0.383 2.732 0.0838
H -3.192 -0.936 3.702 0.0843
H -4.156 -1.868 1.504 0.1449
H -4.686 0.245 0.098 0.0933
H -3.353 -0.604 -0.611 0.0596
H -3.200 0.859 0.448 0.0687
H -1.649 -0.776 1.108 0.0241
C -0.357 -8.045 -2.154 -0.0832
C -0.848 -7.003 -3.090 -0.5233
C -2.323 -7.215 -3.446 -0.0552
O -0.762 -5.767 -2.456 -0.1157
H -0.679 -9.041 -2.461 0.0877
H -0.607 -7.929 -1.100 0.0479
H 0.731 -8.045 -2.100 0.0754
H -0.371 -6.909 -4.065 0.1289
H -2.883 -7.445 -2.540 0.0737
H -2.346 -8.001 -4.201 0.0801
H -2.903 -6.403 -3.886 0.0703
H -0.068 -5.835 -1.796 -0.0724